w.
49
Properties=species:S:1:pos:R:3:lowdin_charge:R:1 method="wB97M-V/def2-TZVPD" total_charge=-1 gap_ev=9.36
Cl 0.10844 -0.03097 -0.15708 0.036
C 1.30996 2.03511 3.51020 -0.688
O 1.20938 3.02022 4.23678 -0.003
N 2.02832 2.03654 2.34848 0.155
N 0.66989 0.86699 3.77139 0.162
H 1.73313 1.46394 1.56849 0.018
H 2.38859 2.93086 2.06443 0.100
H 0.73030 0.08490 3.14244 0.049
H -0.11352 0.79910 4.39560 0.097
C -2.61958 -2.65999 -1.22587 -0.694
O -3.60700 -3.39681 -1.26662 -0.007
N -1.34646 -3.08479 -1.47225 0.157
N -2.68879 -1.35671 -0.85511 0.112
H -1.15114 -4.06735 -1.51398 0.100
H -0.56782 -2.45483 -1.36837 0.040
H -1.89642 -0.72120 -0.86641 -0.055
H -3.61408 -0.98275 -0.72592 0.103
C -0.50386 3.78804 -0.81851 -0.685
O -0.77120 4.90489 -1.26722 -0.013
N -1.15831 3.32894 0.31719 0.144
N 0.34283 2.88487 -1.35161 0.126
H -1.97221 3.76900 0.69229 0.090
H -0.89894 2.40573 0.62139 0.026
H 0.22763 1.88230 -1.18092 -0.066
H 0.75223 3.14160 -2.23579 0.101
C -0.02309 -1.19347 -4.48434 -0.681
O 1.16562 -1.50234 -4.38485 0.002
N -0.63486 -0.33523 -3.62485 0.149
N -0.86069 -1.90003 -5.29891 0.144
H -0.23280 -0.13937 -2.72418 0.009
H -1.55607 0.03499 -3.76574 0.093
H -1.83971 -1.69673 -5.34393 0.088
H -0.45375 -2.61812 -5.86638 0.097
C 4.14706 0.15633 0.37325 -0.699
O 5.32916 0.34642 0.66608 -0.003
N 3.38249 -0.80397 0.92453 0.144
N 3.40387 0.99720 -0.39201 0.140
H 2.43130 -0.94112 0.60452 0.010
H 3.65506 -1.53082 1.55699 0.101
H 3.64610 1.89589 -0.75431 0.101
H 2.55668 0.58567 -0.75327 0.016
C -1.67469 -1.49292 3.40207 -0.697
O -1.93340 -1.62475 4.58876 0.012
N -2.51047 -0.91365 2.49958 0.162
N -0.51118 -1.94815 2.81479 0.135
H -2.40490 -0.98886 1.50322 0.045
H -3.38461 -0.57332 2.86096 0.102
H -0.30669 -1.82536 1.84043 0.021
H 0.01821 -2.57593 3.39459 0.103

=====

x.
49
Properties=species:S:1:pos:R:3:lowdin_charge:R:1 method="wB97M-V/def2-TZVPD" total_charge=-1 gap_ev=8.98
Cl -0.29805 0.46211 -0.88940 0.083
C 3.68194 -1.32153 -0.25497 -0.772
O 3.63599 -1.68610 -1.40439 0.033
N 2.88063 -0.48150 0.36050 0.168
N 4.74577 -1.49539 0.50668 0.138
H 2.09268 -0.12525 -0.16134 0.020
H 3.18787 -0.01971 1.20457 0.074
H 5.58433 -1.81371 0.04235 0.110
H 4.76392 -1.03738 1.40668 0.102
C 0.23143 -0.89863 -4.67173 -0.847
O 0.33798 -1.46801 -5.73747 -0.002
N -0.24574 0.26755 -4.62937 0.170
N 0.53472 -1.40463 -3.50828 0.169
H -0.41532 0.56011 -3.67767 0.059
H -0.56338 0.79496 -5.43003 0.127
H 0.46027 -0.76938 -2.72661 -0.030
H 0.82060 -2.36560 -3.38621 0.121
C -3.37262 2.59814 0.29259 -0.867
O -4.28250 3.19593 0.76500 0.046
N -2.47041 3.06607 -0.47469 0.146
N -3.20428 1.32024 0.26795 0.153
H -1.65774 2.48027 -0.60315 0.010
H -2.53227 4.05700 -0.65999 0.118
H -2.40204 0.98115 -0.24344 -0.031
H -3.81257 0.63960 0.70016 0.115
C -3.06215 -2.64894 -0.13683 -0.758
O -3.46644 -2.14104 0.89824 0.023
N -1.97576 -2.36989 -0.86213 0.155
N -3.64929 -3.68629 -0.65583 0.132
H -1.47958 -1.49951 -0.73426 -0.026
H -2.01135 -2.80523 -1.77279 0.095
H -3.16186 -4.27647 -1.31476 0.103
H -4.41701 -4.10615 -0.15142 0.114
C -0.60890 -0.42020 3.16762 -0.805
O -0.81770 -0.48815 4.32300 0.061
N -0.85424 0.60025 2.38907 0.155
N -0.09172 -1.40895 2.43545 0.163
H -1.30970 1.40232 2.80059 0.125
H -0.65174 0.50177 1.40449 -0.036
H 0.18595 -2.25686 2.90881 0.106
H 0.36111 -1.21991 1.55267 0.062
C 2.43046 2.24432 2.35791 -0.824
O 2.47188 1.22405 2.98439 0.038
N 3.18318 3.25307 2.63523 0.167
N 1.60645 2.37778 1.35827 0.178
H 3.62618 3.31216 3.54098 0.123
H 3.23941 4.00400 1.96214 0.107
H 0.83669 1.77578 1.10303 0.023
H 1.91492 3.09576 0.71838 0.107

=====

Winner for stability: w

=====

w.
26
Properties=species:S:1:pos:R:3:lowdin_charge:R:1 method="wB97M-V/def2-TZVPD" total_charge=-1 gap_ev=5.20
C -1.70228 -0.56830 0.30416 -0.496
C 1.99283 0.83444 -3.32733 -0.621
C 2.03416 -0.74208 0.14969 -0.157
C 0.87845 1.48855 0.27910 -0.101
C 1.44453 -0.86513 -1.24495 -0.195
C 1.05796 1.48497 -1.11461 -0.020
C 0.52258 -0.25665 1.98473 0.054
C 1.24182 0.15215 0.94383 -0.312
N -2.12871 0.35734 1.05945 0.048
N 1.28514 0.39762 -1.77599 0.068
O 1.89677 2.01246 -3.46638 0.050
O 2.41364 -0.10637 -3.93338 0.071
O -2.97386 -3.96902 1.18188 -0.753
O -1.62232 -1.89468 0.49865 -0.443
S -2.48825 -2.69131 1.78753 0.628
H 2.26221 -1.83846 0.62096 0.184
H 2.99345 -0.26110 -0.04555 0.119
H 1.36704 2.31499 0.71516 0.121
H -0.10175 1.67564 0.63775 0.103
H 2.25556 -1.44400 -1.79928 0.145
H 0.67920 -1.63519 -1.29173 0.133
H -1.35324 -0.16493 -0.73893 0.136
H 1.15826 2.37469 -1.61976 0.109
H 0.81679 -1.17600 2.42720 0.066
H -0.20153 0.36055 2.47612 0.065
H -2.22409 -0.10743 1.96235 -0.003

=====

x.
26
Properties=species:S:1:pos:R:3:lowdin_charge:R:1 method="wB97M-V/def2-TZVPD" total_charge=-1 gap_ev=8.30 smiles="CNS(=O)(=O)[C@H]1N=CC=C1CCC(=O)[O-]"
C 1.47908 2.00705 -1.02820 -0.018
C 2.23874 2.06042 0.24464 -0.137
C 0.52643 0.67129 0.55171 -0.279
C -2.27337 -0.47574 -0.03042 -0.698
C 0.36064 1.27778 -0.77454 -0.258
C 0.16919 -2.43640 1.88976 -0.121
C -2.07258 0.94128 -0.80239 -0.153
C -0.85843 1.06323 -1.64667 -0.167
N 1.66044 1.39627 1.19983 0.064
N 0.28097 -2.24883 0.46983 -0.148
O -1.91323 -0.40525 1.15485 -0.080
O -2.39553 -1.46354 -0.77347 -0.058
O 1.48248 -1.01201 -1.29227 -0.267
O 2.49642 -1.09526 0.78936 -0.306
S 1.25154 -0.97221 0.08133 0.626
H 1.74221 2.50061 -2.03470 0.128
H 3.08181 2.59330 0.46392 0.070
H -0.32993 0.67968 1.11410 0.080
H 0.96394 -1.83241 2.15552 0.036
H -0.71197 -2.06413 2.28298 0.047
H 0.32871 -3.48264 2.15000 0.087
H -2.08874 1.66873 -0.01085 0.094
H -3.04118 0.91147 -1.36666 0.115
H -0.96529 1.91956 -2.37160 0.119
H -0.87793 0.09720 -2.30286 0.152
H -0.53441 -2.29942 -0.11322 0.071

=====

Winner for stability: x

=====

w.
27
Properties=species:S:1:pos:R:3:lowdin_charge:R:1 method="wB97M-V/def2-TZVPD" gap_ev=10.19 smiles="CC(C)[C@@H](C(N)=O)[SiH](C)C"
C 0.56950 0.20129 1.32706 -0.663
C -1.76411 -1.70131 0.40606 -0.089
C -2.69877 0.43246 1.11789 -0.055
C 1.76481 -1.51376 -1.20960 -0.229
C 2.15261 1.52157 -1.62775 -0.221
C -0.28840 0.38882 0.08887 -0.252
C -1.76151 -0.24825 0.01727 -0.396
N 1.10550 1.22237 1.88320 0.174
O 0.64695 -0.87978 1.90818 0.010
Si 0.86765 0.09859 -1.44405 0.586
H -1.51185 -2.30815 -0.50050 0.092
H -2.69284 -2.07716 0.82872 0.079
H -0.89088 -1.71399 1.02324 0.040
H -2.17393 0.45020 1.95560 0.013
H -2.74109 1.48898 0.65898 0.095
H -3.70117 0.01234 1.25159 0.081
H 1.48038 -2.07517 -0.26764 0.044
H 1.66152 -2.17937 -2.21118 0.082
H 2.79633 -1.14571 -1.12953 0.006
H 3.06579 1.12117 -1.14364 0.019
H 2.38350 1.86406 -2.66261 0.029
H 1.65178 2.35950 -1.00912 0.032
H -0.55281 1.67672 0.26145 0.176
H -2.23460 -0.07268 -0.90289 0.093
H 1.21624 2.10924 1.39253 0.114
H 1.62078 0.94919 2.72314 0.142
H 0.02864 0.01885 -2.73527 -0.002

=====

x.
27
Properties=species:S:1:pos:R:3:lowdin_charge:R:1 method="wB97M-V/def2-TZVPD" gap_ev=7.70
C -2.47503 -1.28694 -1.29557 -0.232
C -1.70615 -0.02016 -1.03778 -0.326
C 2.63245 -1.78457 -1.06225 -0.061
C -0.06944 2.88201 -0.17399 -0.193
C 0.73440 2.15008 2.00244 -0.116
C -0.21887 -1.91029 1.83568 -0.137
C 1.81390 -1.26106 -2.05312 -0.072
N 0.16658 1.82934 0.72340 -0.327
O 0.04225 -0.64788 1.35756 -0.297
Si -0.63936 0.35832 0.32229 0.605
H -1.82923 -2.05610 -1.29397 -0.001
H -2.92087 -1.20204 -2.33701 0.082
H -1.84739 0.79746 -1.82028 0.031
H -3.46643 -1.30708 -0.81185 0.067
H 3.47705 -1.13330 -0.61099 0.074
H 2.54331 -2.70986 -0.62782 -0.001
H -1.00153 3.56353 0.11691 0.110
H 0.80858 3.54543 -0.17839 0.082
H -0.52760 2.59524 -1.18545 0.080
H 0.05926 2.72002 2.68490 0.102
H 0.63122 1.16495 2.49187 0.069
H 1.75783 2.39055 1.93896 0.073
H 0.73028 -2.23631 2.28281 0.080
H -0.62185 -2.52666 0.98750 0.100
H -0.83427 -1.65461 2.82872 0.132
H 1.73183 -0.34686 -2.58723 0.027
H 1.02912 -1.91320 -2.49735 0.048

=====

Winner for stability: w

=====

w.
11
Properties=species:S:1:pos:R:3:lowdin_charge:R:1 method="wB97M-V/def2-TZVPD" gap_ev="8.50 / 8.17"
C -3.04072 -0.14283 0.02552 0.169
C -1.87473 -0.38958 0.13154 -0.156
C -0.52478 -0.34963 0.04837 -0.054
C 0.40245 0.53179 0.20185 -0.378
C 1.89555 0.29800 -0.06304 -0.022
F 0.04842 1.81345 0.20870 0.082
H -4.04839 -0.12852 -0.02596 0.005
H 0.51650 -2.28551 -0.42913 0.179
H 2.25310 0.84174 0.75224 0.055
H 2.29971 0.62041 -0.95127 0.052
H 2.07289 -0.80931 0.10118 0.068

=====

x.
11
Properties=species:S:1:pos:R:3:lowdin_charge:R:1 method="wB97M-V/def2-TZVPD" gap_ev=10.25
C -1.91589 0.46901 -0.15689 -0.092
C -0.58425 0.62905 -0.04005 -0.182
C 0.17525 -0.51125 0.21522 -0.269
C 1.62584 -0.36990 -0.13091 -0.124
C 2.82615 -0.20595 -0.24655 0.074
H -2.80380 1.25921 -0.25067 0.155
H -0.07356 1.50348 0.30123 0.113
H -0.11129 -0.78281 1.35968 0.181
H -0.61282 -1.35573 -0.13078 0.157
H 3.80148 0.23903 -0.64116 0.064
F -2.32710 -0.87415 -0.27914 -0.077

=====

Winner for stability: x

=====

w.
15
Properties=species:S:1:pos:R:3:lowdin_charge:R:1 method="wB97M-V/def2-TZVPD" total_charge=+1 gap_ev=8.44
O -0.65179 -0.64321 2.20273 -0.085
H -0.04514 -0.98417 2.84376 0.024
H -1.36725 -0.21060 2.82500 0.128
H -4.49664 2.61153 3.13371 0.002
C 1.04506 -0.54613 -0.12931 0.267
C 0.82868 0.52570 -0.96885 -0.222
C 0.07393 0.02329 -2.21763 -0.087
H -4.17397 3.03661 2.56413 -0.001
H 1.68954 -0.40761 0.72173 0.108
H 0.50455 -1.54290 -0.28017 0.160
H 1.67098 1.28365 -1.26092 0.207
H 0.25907 1.47907 -0.54089 0.240
H -0.56813 0.79465 -2.50212 0.054
H 0.64173 -0.13659 -3.20148 0.130
H -0.58646 -0.79514 -2.02978 0.076

=====

x.
15
Properties=species:S:1:pos:R:3:lowdin_charge:R:1 method="wB97M-V/def2-TZVPD" total_charge=+1 gap_ev=9.86
O -2.32219 0.96723 1.57142 0.306
H -3.22962 0.91289 1.14675 0.225
H -2.19713 1.84557 1.98227 0.197
H -1.59357 0.91573 0.88040 0.145
C 1.45514 -0.14892 -1.60174 -0.113
C 0.69443 -1.04319 -0.61371 -0.288
C 0.33769 -0.27317 0.65524 -0.131
H 1.67948 -0.55559 -2.58655 0.076
H 2.44061 0.07815 -1.18715 0.080
H 0.89700 0.77553 -1.76438 0.067
H 1.34463 -1.85734 -0.30679 0.111
H -0.24136 -1.33768 -1.09095 0.103
H -0.52070 -0.76802 1.12006 0.068
H 1.16405 -0.29021 1.35889 0.093
H 0.09156 0.77900 0.43623 0.061

=====

Winner for stability: x

=====

w.
15
Properties=species:S:1:pos:R:3:lowdin_charge:R:1 method="wB97M-V/def2-TZVPD" total_charge=+1 gap_ev=8.83
O -0.79351 -1.81533 2.13444 0.294
H -0.88338 -2.60713 1.47015 0.242
H -1.00703 -1.03651 1.57309 0.158
H -0.63283 -2.19984 3.00510 0.197
C 1.27819 1.53608 -0.38378 -0.106
C -0.06770 1.02716 -1.17961 -0.268
C -0.40527 -0.42198 -0.74228 -0.171
H 1.97472 2.26229 -0.86711 0.076
H 0.90603 2.15168 0.45466 0.067
H 1.92707 0.73036 -0.17271 0.033
H -0.97926 1.61207 -0.84826 0.090
H 0.06494 1.47016 -2.35507 0.170
H -0.32050 -1.14443 -1.64496 0.110
H -1.42646 -0.84440 -0.37940 0.085
H 0.36498 -0.72018 -0.06426 0.023

=====

x.
15
Properties=species:S:1:pos:R:3:lowdin_charge:R:1 method="wB97M-V/def2-TZVPD" total_charge=+1 gap_ev=10.47
O -0.07496 -0.37651 -2.85793 0.295
H -0.92425 -0.25716 -3.34365 0.201
H 0.53248 -0.76311 -3.51490 0.203
H -0.22316 -0.35453 -1.86173 0.110
C -0.64503 -0.24244 0.07046 -0.133
C -0.38427 0.11399 1.54679 -0.268
C 1.04269 0.58020 1.73429 -0.119
H -1.69513 -0.23710 -0.21615 0.087
H -0.13885 0.52781 -0.57513 0.077
H -0.20939 -1.19242 -0.28352 0.086
H -1.06636 0.91556 1.80762 0.111
H -0.57120 -0.77412 2.14340 0.114
H 1.26077 0.88325 2.75685 0.080
H 1.35565 1.40874 1.10073 0.074
H 1.74101 -0.23215 1.49286 0.082

=====

y.
15
Properties=species:S:1:pos:R:3:lowdin_charge:R:1 method="wB97M-V/def2-TZVPD" total_charge=+1 gap_ev=9.74
O 1.98684 -0.17568 1.48810 0.353
H 1.01480 -0.09020 1.62773 0.171
H 2.46057 0.26543 2.18355 0.183
H 2.23814 -0.25608 0.55155 0.196
C -0.80345 -1.32340 -0.88594 -0.067
C -1.20452 0.26048 -0.94188 -0.287
C -0.48989 1.24691 -0.11085 -0.136
H -1.10011 -1.54623 0.16254 0.074
H -1.22644 -1.94800 -1.66204 0.071
H 0.25326 -1.42415 -1.03186 0.032
H -1.19518 0.48239 -1.96679 0.084
H -2.23307 0.18839 -0.73894 0.091
H -1.02729 2.19360 -0.06329 0.091
H 0.59761 1.50894 -0.23896 0.089
H -0.68983 0.92746 0.90379 0.056

=====

Winner for stability: x